Entry 1:
This record from OMol25 describes an isolated molecule of C4H7NO2. The level of theory is ωB97M-V/def2-TZVPD.

**Structure (SMILES)**: C/C(=N\O)[C@H]1CO1
**Lowest unoccupied orbital energy**: 0.8 eV

Last column: Löwdin charge in e.
Atoms and positions in Å:
C  0.941  1.645  0.385  -0.03
C  0.186  0.326  0.364  -0.30
N  -0.756  0.051  1.186  0.04
O  -0.950  1.084  2.097  -0.06
C  0.488  -0.593  -0.822  -0.11
C  -0.529  -1.973  -1.439  -0.10
O  -0.566  -0.638  -1.736  -0.09
H  1.387  1.841  1.368  0.08
H  1.723  1.646  -0.376  0.08
H  0.255  2.480  0.184  0.09
H  -1.644  0.743  2.679  0.10
H  0.974  -1.625  -0.920  0.12
H  -0.401  -2.596  -2.340  0.11
H  -1.108  -2.390  -0.631  0.09

***

Entry 2:
This record from OMol25 describes a structure of composition C4H7NO2. The level of theory is ωB97M-V/def2-TZVPD.

**Lowest unoccupied orbital energy (alpha / beta)**: -0.7 / -1.7 eV

Last column: Löwdin charge in e.
Atoms and positions in Å:
C  1.297  0.820  -0.016  0.13
C  -0.562  0.052  -0.094  -0.09
C  -1.662  0.996  -0.079  -0.10
C  -0.635  -1.378  0.049  -0.10
N  2.329  -0.019  0.078  -0.50
O  2.170  -1.233  0.238  0.00
O  3.440  0.530  0.052  0.02
H  1.357  1.851  -0.276  0.07
H  -2.030  1.079  0.950  0.10
H  -2.493  0.615  -0.680  0.10
H  -1.375  1.987  -0.419  0.08
H  0.117  -1.719  0.771  0.09
H  -1.641  -1.720  0.308  0.09
H  -0.312  -1.861  -0.881  0.11

***

Entry 3:
This record from OMol25 describes a cluster of 3 separate species, C4H7NO2 in total. The level of theory is ωB97M-V/def2-TZVPD.

**Lowest unoccupied orbital energy**: 0.7 eV

Last column: Löwdin charge in e.
Atoms and positions in Å:
O  2.333  -0.123  -0.074  -0.03
C  1.387  0.480  0.709  -0.34
C  0.668  1.500  0.259  -0.02
N  -1.884  0.819  -0.496  0.02
C  -2.031  -0.438  -0.543  -0.22
C  -0.042  -1.767  0.443  0.03
O  0.684  -2.537  0.028  0.09
H  2.506  -1.016  0.248  0.08
H  1.285  0.113  1.731  0.11
H  -0.051  2.004  0.891  0.06
H  0.789  1.840  -0.765  0.07
H  -1.434  1.153  -1.350  0.04
H  -1.743  -1.074  -1.391  0.07
H  -2.469  -0.955  0.311  0.05

***

Asked for largest force on an atom across the records above, the calculation gives 0.0381 0.1596 0.0315 Eh/bohr in order.
Asked for energy above the lowest of the compared OMol25 structures with the same formula, charge and spin across the records above, the calculation gives 160.3 194.4 76.6 kcal/mol in order.
Asked for energy across the records above, the calculation gives -9840.3305 -9838.8488 -9843.9601 eV in order.